w | {"formula": "C5H14S", "method": "ωB97M-V/def2-TZVPD", "smiles": "CCSC.CC", "homo_ev": -8.41, "lumo_energy_ha": 0.036, "orbital_gap_ha": 0.345, "symbols": ["S", "C", "C", "C", "C", "C", "H", "H", "H", "H", "H", "H", "H", "H", "H", "H", "H", "H", "H", "H"], "coordinates": [[-0.0568, -2.5086, 0.3419], [-0.8941, -2.0233, -1.1576], [0.0268, 2.4329, 1.3369], [-0.0356, -1.6967, -2.3738], [1.2135, 2.2313, 0.4204], [-0.2992, -1.1129, 1.4618], [-0.5190, -0.8879, -2.9243], [-0.7896, 1.7229, 1.2870], [0.1657, -1.3717, 2.4049], [-1.5392, -2.8645, -1.4088], [1.9206, 3.0508, 0.4982], [-1.3536, -0.9785, 1.6996], [0.1561, -0.2259, 1.0452], [0.3633, 2.3615, 2.3755], [0.9008, -1.1935, -2.0985], [1.7045, 1.2615, 0.4919], [-0.3680, 3.4370, 1.2309], [-1.7095, -1.3134, -1.0036], [0.9316, 2.2422, -0.6406], [0.1818, -2.5635, -2.9869]]}



x | {"formula": "C5H14S", "method": "ωB97M-V/def2-TZVPD", "smiles": "CCSC.CC", "homo_ev": -8.48, "lumo_energy_ha": 0.035, "orbital_gap_ha": 0.347, "symbols": ["S", "C", "C", "C", "C", "C", "H", "H", "H", "H", "H", "H", "H", "H", "H", "H", "H", "H", "H", "H"], "coordinates": [[1.0467, -0.8332, -0.7556], [1.4787, 1.9805, -0.4544], [2.4305, -0.6964, -1.9442], [-2.9457, -1.1401, 1.1088], [-1.7030, -0.8741, 2.0468], [0.4216, 0.8541, -0.4412], [-2.8148, -0.5194, 0.2190], [3.3829, -0.4999, -1.4654], [-0.9872, -1.6219, 1.7341], [2.1065, 1.8917, -1.3673], [1.0281, 2.9617, -0.4330], [-1.2746, 0.1087, 1.8952], [-3.7984, -0.7182, 1.6331], [2.2516, 0.0559, -2.7258], [-0.2404, 1.1659, -1.2738], [2.4302, -1.6730, -2.3963], [2.2689, 1.8205, 0.2793], [-3.0091, -2.1577, 0.7363], [-0.0635, 0.8336, 0.5226], [-2.0091, -0.9385, 3.0818]]}



y | {"formula": "C5H14S", "method": "ωB97M-V/def2-TZVPD", "smiles": "CCC.CCS", "homo_ev": -9.10, "lumo_energy_ha": 0.035, "orbital_gap_ha": 0.369, "symbols": ["S", "C", "C", "C", "C", "C", "H", "H", "H", "H", "H", "H", "H", "H", "H", "H", "H", "H", "H", "H"], "coordinates": [[3.6219, 0.0586, -0.9889], [-1.5810, 1.0078, 1.3064], [1.4258, -1.6335, -0.6708], [-1.8844, -0.4769, 1.1024], [-1.2889, 1.6735, -0.0552], [1.8461, -0.2103, -1.1970], [-0.7344, 1.1775, 1.9490], [-0.9816, 1.0789, -0.9107], [2.3306, -2.1617, -0.4640], [1.7288, -0.4204, -2.2555], [0.7130, -1.8738, 0.0963], [-2.4938, 1.5191, 1.5911], [-2.0541, -1.1734, 1.9214], [1.1785, 0.5637, -0.8775], [-0.4267, 2.2883, 0.0747], [-2.1090, 2.2710, -0.4513], [1.0251, -2.2044, -1.5185], [3.6306, -0.0778, 0.3431], [-1.1068, -0.8090, 0.4165], [-2.8399, -0.5971, 0.5886]]}



Least stable: y



w | {"formula": "CH4INS", "method": "ωB97M-V/def2-TZVPD", "homo_ev": -9.31, "lumo_energy_ha": 0.003, "orbital_gap_ha": 0.345, "symbols": ["I", "S", "N", "C", "H", "H", "H", "H"], "coordinates": [[-3.1712, -0.3296, 0.2824], [0.8600, -1.6748, 0.0000], [-1.9884, 1.1314, -0.4945], [-1.2929, 1.8690, 0.2367], [0.1904, -2.7984, -0.2182], [2.0166, -2.2219, -0.3583], [-1.2187, 1.8501, 1.3211], [-0.6946, 2.6147, -0.2750]]}



x | {"formula": "CH4INS", "method": "ωB97M-V/def2-TZVPD", "homo_ev": [-9.15, -9.05], "lumo_energy_ha": [-0.064, -0.043], "orbital_gap_ha": [0.272, 0.290], "symbols": ["I", "S", "N", "C", "H", "H", "H", "H"], "coordinates": [[2.5499, -0.2091, 0.2108], [-0.4115, 2.3378, 0.4315], [0.5166, -0.1215, 0.5994], [-0.4358, -0.9981, 0.0178], [-0.3610, -2.0154, 0.4896], [-1.4175, -0.5583, 0.1400], [-0.3275, -1.1298, -1.0164], [-0.1133, 2.6945, -0.8726]]}



y | {"formula": "CH4INS", "method": "ωB97M-V/def2-TZVPD", "homo_ev": [-8.55, -8.54], "lumo_energy_ha": [-0.051, -0.051], "orbital_gap_ha": [0.263, 0.262], "symbols": ["I", "S", "N", "C", "H", "H", "H", "H"], "coordinates": [[2.6861, -0.2493, -0.0632], [0.4592, 0.4610, 0.7263], [-0.5580, 1.7091, -0.4767], [-0.4328, -0.9793, 0.1123], [-1.1174, -0.5173, -0.5816], [-0.4329, 2.7055, -0.2895], [0.3511, -1.6114, -0.4040], [-0.9554, -1.5184, 0.9763]]}



Least stable: x



w | {"formula": "C2H12O5", "method": "ωB97M-V/def2-TZVPD", "homo_ev": [-12.96, -12.96], "lumo_energy_ha": [-0.271, -0.297], "orbital_gap_ha": [0.205, 0.179], "spin_multiplicity": 2, "total_charge": 1, "symbols": ["O", "O", "O", "O", "O", "C", "C", "H", "H", "H", "H", "H", "H", "H", "H", "H", "H", "H", "H"], "coordinates": [[-3.1257, -2.2357, 0.1793], [4.3009, -0.7114, -2.2666], [-3.5395, -1.7128, 5.4361], [0.9037, 1.1946, -1.8174], [5.7032, 4.0857, 0.1524], [-3.4279, -0.8960, 0.0414], [-2.8197, -0.1845, -0.9645], [3.7596, -0.6881, -3.0665], [-4.0468, -2.3271, 4.9010], [1.6518, 0.9178, -1.2641], [5.2796, 3.3009, -0.2042], [4.6288, -1.6251, -2.2600], [1.2810, 0.8646, -2.6460], [-4.0620, -0.5513, 0.8665], [-3.4805, -2.7466, -0.5757], [-3.3950, -0.8974, 4.9533], [5.5599, 4.0978, 1.1027], [-2.0486, 0.4953, -0.5705], [-3.1228, -0.3809, -1.9972]]}



x | {"formula": "C2H12O5", "method": "ωB97M-V/def2-TZVPD", "homo_ev": [-12.57, -12.57], "lumo_energy_ha": [-0.200, -0.332], "orbital_gap_ha": [0.262, 0.130], "spin_multiplicity": 2, "total_charge": 1, "symbols": ["O", "O", "O", "O", "O", "C", "C", "H", "H", "H", "H", "H", "H", "H", "H", "H", "H", "H", "H"], "coordinates": [[-1.8223, 2.4793, 1.2510], [1.4326, -0.2239, 0.7037], [2.1079, -1.2332, -2.8285], [4.9832, -2.4341, -2.1101], [-1.2541, -0.9642, 0.2632], [-2.9055, 1.7728, 1.1314], [-3.5967, 1.4326, 2.2699], [-3.1650, 1.5201, 0.1088], [1.4752, 0.7172, 0.9119], [4.3726, -2.0243, -2.7349], [0.4861, -0.3720, 0.8915], [1.8558, -1.6832, -2.0057], [5.6764, -1.7735, -1.9699], [-1.0074, -1.7786, -0.2025], [-1.2720, -0.3083, -0.4426], [1.9287, -0.2959, -2.8708], [-1.4445, 2.6098, 2.1408], [-3.2137, 1.4574, 3.2949], [-4.6371, 1.1021, 2.1978]]}



Least stable: w



w | {"formula": "C5H14O", "method": "ωB97M-V/def2-TZVPD", "smiles": "CCC(C)C.O", "homo_ev": -10.74, "lumo_energy_ha": 0.028, "orbital_gap_ha": 0.423, "symbols": ["O", "C", "C", "C", "C", "C", "H", "H", "H", "H", "H", "H", "H", "H", "H", "H", "H", "H", "H", "H"], "coordinates": [[0.2686, -2.3146, 2.9170], [-1.7924, 1.0593, 0.0072], [0.5180, -0.0913, -0.3699], [-0.9590, 0.0574, -0.8184], [1.2528, -0.8182, -1.4610], [1.0988, 1.3081, -0.1170], [0.7356, 2.1151, -0.7483], [-1.5603, 2.0811, -0.2614], [0.5517, -0.6934, 0.5481], [1.2288, -0.1653, -2.3509], [0.6954, 1.5126, 0.8892], [-0.5547, -1.8382, 2.7664], [-1.4056, -0.9333, -0.7078], [0.3711, -2.2606, 3.8845], [-1.0036, 0.5021, -1.8134], [-1.8727, 0.9103, 1.0804], [0.7510, -1.7312, -1.7915], [-2.8311, 0.8812, -0.3340], [2.3246, -0.9602, -1.3102], [2.1832, 1.3790, -0.0091]]}



x | {"formula": "C5H14O", "method": "ωB97M-V/def2-TZVPD", "smiles": "CCC.CCO", "homo_ev": -10.22, "lumo_energy_ha": 0.037, "orbital_gap_ha": 0.413, "symbols": ["O", "C", "C", "C", "C", "C", "H", "H", "H", "H", "H", "H", "H", "H", "H", "H", "H", "H", "H", "H"], "coordinates": [[2.2355, -0.6038, -1.5357], [-2.3617, 1.0496, 0.4428], [-1.9228, -0.3026, 0.9951], [1.7484, 0.1975, -0.4624], [2.8266, 1.0410, 0.1967], [-2.5976, -1.4505, 0.2804], [-2.2367, -2.4205, 0.6048], [3.1859, -0.4161, -1.6669], [-2.1613, -0.2959, 2.0637], [0.9634, 0.8572, -0.8356], [-3.4346, 1.1722, 0.5596], [-2.5028, -1.3323, -0.7894], [-3.6738, -1.4365, 0.4659], [-2.1127, 1.1753, -0.6063], [3.5575, 1.2858, -0.5718], [1.3073, -0.5030, 0.2472], [-1.8592, 1.9099, 0.9252], [2.3798, 1.9971, 0.4661], [3.3165, 0.6041, 1.0635], [-0.8308, -0.4082, 0.9886]]}



y | {"formula": "C5H14O", "method": "ωB97M-V/def2-TZVPD", "smiles": "CCC.CCO", "homo_ev": -9.82, "lumo_energy_ha": 0.041, "orbital_gap_ha": 0.401, "symbols": ["O", "C", "C", "C", "C", "C", "H", "H", "H", "H", "H", "H", "H", "H", "H", "H", "H", "H", "H", "H"], "coordinates": [[-1.1455, -0.1037, 5.9366], [0.1614, -1.5909, -5.7482], [-1.2892, 2.2103, 5.3729], [-0.6140, 1.1821, 6.3111], [0.7024, -0.7073, -4.5736], [1.8348, -1.2340, -3.7592], [0.1580, -0.9167, -6.5644], [-0.1513, -0.1179, -4.1694], [-1.7339, 0.0736, 5.1222], [0.7784, -2.5419, -5.8584], [-1.1228, 1.2009, 7.3355], [1.6350, -2.2042, -3.1998], [2.0551, -0.4088, -2.9600], [2.8067, -1.2955, -4.3347], [-0.7286, 2.5590, 4.5481], [1.1638, 0.2782, -5.0634], [-2.1933, 1.5907, 4.9046], [-0.8923, -1.9104, -5.6739], [0.3706, 0.9445, 6.4715], [-1.7952, 2.9920, 5.9024]]}



Least stable: y